Entry 1:
The following is a DFT calculation (the ωB97M-V functional and the def2-TZVPD basis) of Cl8O32Pb as an isolated structure in a non-equilibrium geometry.

Geometry as XYZ:
```
41
Properties=species:S:1:pos:R:3:forces:R:3
Pb -4.1295 -9.4914 -9.3843 0.25 -0.49 -0.75
Cl -2.9221 -6.1841 -11.4735 1.43 3.35 -2.16
O -3.6995 -4.9757 -11.7110 -1.55 0.27 -2.62
O -1.9330 -5.5681 -10.6428 1.99 -2.11 1.16
O -3.8390 -7.0663 -10.8877 -1.11 -2.93 2.23
O -2.3319 -6.8566 -12.6529 -0.81 1.53 1.45
Cl -6.8239 -12.2516 -4.6836 1.40 3.63 5.15
O -5.6637 -12.4628 -3.7893 -0.40 -0.76 -0.80
O -6.6050 -11.3905 -5.6929 3.80 2.37 -6.87
O -7.3426 -13.4458 -5.1185 -1.84 -4.41 -0.63
O -7.7199 -11.3948 -3.9607 -3.12 -1.06 3.83
Cl -4.5952 -6.6704 -6.9430 -1.92 4.26 -3.26
O -4.2924 -8.0220 -6.8771 2.08 -3.95 0.78
O -5.7549 -6.5940 -7.7896 -0.71 0.29 -0.53
O -4.9149 -6.0824 -5.7049 -0.44 0.10 3.11
O -3.5651 -5.8492 -7.5118 1.02 -0.62 -0.21
Cl -5.8007 -10.7891 -12.4292 -3.26 -6.14 3.71
O -4.8957 -10.8702 -13.4122 5.87 1.16 -5.54
O -5.6809 -9.5721 -11.6992 -0.55 2.05 0.90
O -7.0365 -11.1678 -13.0389 -3.22 2.49 -0.95
O -5.6298 -11.9145 -11.5486 1.36 0.49 1.97
Cl -8.5048 -10.1001 -8.9493 -0.39 -10.54 -1.70
O -9.1135 -10.3904 -7.6379 -0.20 2.88 -0.62
O -9.5094 -10.0613 -10.0344 -0.53 2.72 1.09
O -7.4698 -9.1643 -9.0401 0.56 2.98 0.58
O -7.8942 -11.4519 -9.2722 0.18 2.06 0.64
Cl 0.5067 -9.3206 -8.6346 -0.73 -2.43 2.77
O 0.8428 -8.3058 -9.5095 1.01 1.80 -3.61
O 0.9926 -10.6636 -9.0200 -0.42 1.93 0.14
O 1.0445 -8.9169 -7.3739 2.60 -0.28 2.31
O -0.8841 -9.3119 -8.3322 -2.31 -0.88 -1.35
Cl -2.8020 -13.1073 -8.6834 0.85 -2.91 -3.91
O -3.3121 -14.4055 -8.4050 -1.33 -1.66 3.48
O -3.7125 -12.0658 -8.4090 -2.13 2.46 0.77
O -1.5996 -12.8464 -7.9938 1.30 0.11 0.82
O -2.6587 -13.2837 -10.0984 1.30 2.20 -1.17
Cl -1.0892 -10.5921 -12.4733 0.92 1.20 -0.46
O 0.1940 -9.9219 -12.5475 0.45 0.07 0.61
O -0.7886 -12.0135 -12.2564 -1.21 1.10 -0.89
O -1.9067 -10.0478 -11.4108 -0.01 -0.51 0.80
O -1.7579 -10.1852 -13.7043 -0.17 -1.82 -0.24
```
Positions in Å, forces in eV/Å.

Calculated values
Gap between HOMO and LUMO in eV: 6.5
Charge: -6
ΔE to the lowest compared entry with this formula, charge and spin in eV: 5.830

=====

Entry 2:
The following is a DFT calculation (the ωB97M-V functional and the def2-TZVPD basis) of a 2-piece molecular cluster, C6H12O3 overall in a non-equilibrium geometry.

Geometry as XYZ:
```
21
Properties=species:S:1:pos:R:3:forces:R:3
C -0.6020 2.2155 -0.5434 0.45 0.40 0.07
C -1.2916 1.6841 -1.7990 -0.12 0.25 -0.46
C -1.4595 0.2117 -1.4444 -0.12 -0.45 -0.40
O -1.6574 0.1620 -0.0243 0.22 -0.05 0.02
C -1.3288 1.4366 0.5461 0.03 0.15 0.56
H -0.6819 3.3122 -0.4156 -0.03 -0.57 -0.06
H 0.4741 1.9556 -0.5553 -0.49 0.04 0.02
H -0.7138 1.8399 -2.7303 -0.26 -0.12 0.51
H -2.2788 2.1675 -1.9305 0.40 -0.23 0.08
H -0.5551 -0.3694 -1.7086 -0.27 0.25 0.13
H -2.3254 -0.2703 -1.9377 0.37 0.27 0.26
H -2.2595 1.9512 0.8531 0.28 -0.21 -0.15
H -0.7210 1.2691 1.4561 -0.23 0.08 -0.46
C 2.6854 -2.7090 1.5600 0.72 -0.20 0.10
C 1.6922 -1.7258 1.0167 -0.38 0.18 -0.10
O 1.9488 -0.6965 0.4329 -0.15 -0.54 0.31
O 0.4180 -2.1311 1.2603 -0.01 1.10 -0.62
H 3.7133 -2.3658 1.3544 -0.55 -0.09 0.06
H 2.5439 -3.6971 1.0907 -0.06 0.40 0.25
H 2.5620 -2.8167 2.6508 -0.07 -0.01 -0.47
H -0.1630 -1.4237 0.8679 0.28 -0.64 0.35
```
Positions in Å, forces in eV/Å.

Calculated values
Gap between HOMO and LUMO in eV: 10.7
SMILES string: C1CCOC1.CC(=O)O
ΔE to the lowest compared entry with this formula, charge and spin in eV: 0.567

=====

Entry 3:
The following is a DFT calculation (the ωB97M-V functional and the def2-TZVPD basis) of one molecule with the formula C5H6BrNO2 in a non-equilibrium geometry.

Geometry as XYZ:
```
15
Properties=species:S:1:pos:R:3:forces:R:3
C -0.9872 -1.1185 -0.0776 0.57 1.83 0.55
C -1.7986 -0.1064 0.2635 -0.41 -0.94 -0.22
C 0.4753 -0.8793 -0.0445 -3.25 -0.59 -0.19
C -1.4096 1.0788 1.0216 0.26 -0.93 0.17
C 2.1627 0.7226 -0.2069 -0.33 0.90 0.96
N 0.7988 0.3150 -0.1782 0.10 1.40 1.08
O 1.1875 -2.0051 0.1075 1.94 0.68 0.13
O -1.6172 2.2366 0.5457 0.52 1.55 1.85
Br -3.7243 -0.3750 0.1962 0.76 0.24 0.10
H -1.3325 -2.0743 -0.2681 -0.92 -1.72 -0.54
H 2.7564 -0.1322 -0.1303 1.68 -1.02 0.40
H 2.2325 1.1081 -1.1654 0.82 0.90 -2.09
H 2.4725 1.5721 0.4529 -0.63 -1.01 -0.06
H 0.6407 -2.7240 -0.1684 -0.45 -0.88 -0.08
H -1.8571 2.3817 -0.3481 -0.69 -0.39 -2.08
```
Positions in Å, forces in eV/Å.

Calculated values
Gap between HOMO and LUMO in eV: 8.4
ΔE to the lowest compared entry with this formula, charge and spin in eV: 2.383

=====

Entry 4:
The following is a DFT calculation (the ωB97M-V functional and the def2-TZVPD basis) of a 2-piece molecular cluster, C11H21N3O3 overall.

Geometry as XYZ:
```
38
Properties=species:S:1:pos:R:3:forces:R:3
H -1.2979 0.2379 2.5973 -0.01 -0.03 -0.01
N -1.7037 -0.4558 1.9668 0.06 0.02 0.19
C -2.4449 0.0923 1.0982 -0.12 0.00 -0.17
C -2.6590 1.5797 0.9750 -0.10 0.01 0.15
C -3.1275 -0.8135 0.0939 -0.01 0.03 -0.05
C -2.1733 -1.8703 -0.5074 0.16 -0.19 0.06
N -2.5277 -3.2481 -0.3221 -0.04 0.07 0.06
O -2.0863 -1.6360 -1.9284 -0.14 0.08 0.06
C -1.2901 -0.5870 -2.2730 0.28 -0.37 0.45
O -1.7295 0.3496 -2.8645 -0.21 0.43 -0.46
C 0.1633 -0.6982 -1.8672 0.08 0.00 0.04
C 0.5772 0.4771 -0.9810 -0.04 0.18 0.05
O 1.9359 0.3722 -0.6067 0.06 -0.11 -0.11
C 2.1874 0.0226 0.7491 0.02 0.01 0.12
C 1.5334 -1.2658 1.2161 0.01 -0.05 0.00
H -3.5538 1.8182 0.4018 0.03 0.00 0.02
H -2.7386 2.0343 1.9640 0.05 0.02 -0.05
H -1.8026 2.0286 0.4633 -0.07 -0.01 -0.03
H -3.9320 -1.3351 0.6195 -0.01 0.10 -0.02
H -3.5769 -0.2268 -0.7081 0.01 -0.06 0.00
H -1.1852 -1.7344 -0.0587 -0.13 -0.06 -0.03
H -3.5276 -3.3976 -0.3946 0.06 0.00 -0.03
H -2.2228 -3.5613 0.5914 -0.03 0.00 -0.05
H 0.7593 -0.6535 -2.7815 -0.04 -0.06 0.03
H 0.3632 -1.6483 -1.3729 0.03 0.06 -0.06
H -0.0677 0.5504 -0.0955 0.10 -0.07 -0.06
H 0.4579 1.4043 -1.5475 -0.04 -0.04 0.02
H 3.2725 -0.0796 0.8133 -0.03 0.07 0.00
H 1.9006 0.8566 1.4046 -0.05 -0.04 -0.04
H 1.8467 -1.4602 2.2447 -0.02 -0.01 -0.04
H 1.8457 -2.1143 0.6031 0.00 0.05 0.00
H 0.4421 -1.2068 1.2246 0.15 -0.01 0.00
C 4.4587 2.5125 -0.5732 -0.06 0.00 -0.03
C 4.2682 3.0654 0.7625 0.05 -0.04 -0.05
N 4.1178 3.4871 1.8186 -0.04 0.02 0.06
H 4.7466 3.2994 -1.2680 0.01 0.01 0.02
H 5.2403 1.7548 -0.5501 0.00 0.01 0.00
H 3.5301 2.0495 -0.9076 0.03 -0.03 -0.01
```
Positions in Å, forces in eV/Å.

Calculated values
Gap between HOMO and LUMO in eV: 10.6
SMILES string: [H]/N=C(\C)C[C@@H](N)OC(=O)CCOCC.CC#N
ΔE to the lowest compared entry with this formula, charge and spin in eV: 2.610

=====

Entry 5:
The following is a DFT calculation (the ωB97M-V functional and the def2-TZVPD basis) of C28H32N13O5S4Sn as an isolated structure in a non-equilibrium geometry.

Geometry as XYZ:
```
83
Properties=species:S:1:pos:R:3:forces:R:3
Sn 1.3913 1.1214 0.3107 0.18 0.29 -0.09
N 3.8567 -0.3682 2.5940 0.16 1.47 -1.13
C 2.7544 0.0925 3.1818 1.10 -2.21 1.96
N 1.8834 0.9139 2.7668 -1.06 1.77 -2.72
C 0.7838 1.0454 3.5857 -0.24 2.33 -1.47
C 0.8364 0.3366 4.6737 -0.33 -1.32 2.63
S 2.3167 -0.5056 4.7966 0.51 -0.48 -0.24
C -0.2634 2.0000 3.1763 -0.94 -0.32 0.08
C -1.3358 2.4724 3.8799 0.75 -0.38 -0.59
S -2.4848 3.2004 2.8111 0.00 -0.04 0.51
C -1.4562 2.8040 1.4839 -0.57 -0.25 0.82
N -0.3495 2.2410 1.8282 1.25 -0.49 0.08
N -1.8070 3.0568 0.2412 -0.26 0.54 -2.00
H 4.2470 0.0522 1.7121 -0.26 -0.19 0.45
H 4.2165 -1.2607 2.8108 0.16 -0.85 0.51
H 0.0880 0.2198 5.4386 -0.06 0.10 0.00
H -1.5216 2.3333 4.9105 -0.22 -0.03 0.78
H -2.7091 2.7638 -0.1380 -0.07 0.20 0.27
H -1.0224 3.0311 -0.3969 0.09 0.06 -0.29
N -2.1059 -4.0686 -3.8065 -0.77 -1.10 1.58
C -1.0736 -3.8099 -2.9070 0.03 -0.97 1.83
C -1.0800 -4.3482 -1.5795 1.36 0.44 -0.91
C -0.0349 -3.9332 -0.7152 -2.07 -2.64 1.52
C 0.9683 -3.0920 -1.0909 0.81 1.31 0.02
C 1.0032 -2.6453 -2.4136 0.79 1.18 -0.11
C 0.0099 -3.0377 -3.2825 -0.81 0.68 -2.05
S 2.1018 -2.4199 0.1807 1.76 0.02 -3.52
O 2.6648 -1.1976 -0.4336 -0.66 -0.52 0.39
O 3.1015 -3.4474 0.4024 -0.41 0.03 0.57
N 1.1883 -2.0316 1.3238 -0.71 0.94 0.76
C 1.0734 -2.7229 2.4517 -0.35 -1.20 1.57
S 2.2565 -3.9259 3.0608 0.30 0.45 -0.99
C 1.2367 -4.2486 4.3638 -0.31 0.71 0.50
C 0.1257 -3.4724 4.3371 1.24 -0.20 -1.05
N 0.0418 -2.6169 3.2576 -0.49 -0.15 0.10
H -2.9852 -4.2238 -3.2875 0.66 0.19 -0.88
H -2.1860 -3.4013 -4.5318 -0.22 0.64 -0.64
H -1.7515 -5.1682 -1.2851 0.07 0.74 -0.06
H -0.0948 -4.4171 0.3278 0.40 1.11 -1.53
H 1.7422 -1.8728 -2.7612 -0.63 -1.08 0.58
H -0.0959 -2.6853 -4.3572 0.78 -0.09 1.41
H 1.6117 -4.7806 5.1974 0.02 -0.81 0.53
H -0.6211 -3.5916 5.0800 -0.80 0.48 0.39
C -2.1088 -1.1596 0.9005 1.11 0.81 -0.87
C -3.3553 -0.6631 1.5567 -1.04 -0.07 2.31
N -4.1506 0.2791 0.8159 1.13 -0.52 -1.98
C -3.8090 0.5969 -0.4950 -1.13 -0.36 -0.16
N -4.3640 1.6565 -0.9970 0.41 0.12 -0.08
C -4.1645 1.9297 -2.4150 0.14 0.88 -0.29
C -2.9449 1.2591 -3.0288 -0.40 0.52 0.32
C -2.9250 -0.1910 -2.6155 0.72 0.10 -0.25
N -3.0370 -0.3106 -1.1638 -0.18 -0.49 -0.26
C -2.4417 -1.5251 -0.5350 0.55 1.15 -1.32
H -1.6604 -1.9640 1.4730 0.01 -0.15 0.03
H -1.3180 -0.3500 0.8222 -0.87 -0.73 0.30
H -3.1720 -0.1657 2.5243 0.53 -0.28 -0.17
H -4.0215 -1.4961 1.8571 0.40 -0.10 -0.36
H -4.4788 1.0709 1.2960 -0.46 0.95 0.60
H -3.9989 3.0332 -2.5548 -0.57 -0.82 0.15
H -5.0632 1.6270 -3.0164 0.48 0.33 0.58
H -2.0140 1.7402 -2.7235 -0.03 0.02 0.25
H -2.9934 1.4357 -4.0986 0.08 -0.45 -0.29
H -1.9252 -0.5361 -2.8851 -0.10 -0.56 -0.04
H -3.6787 -0.7665 -3.1835 0.09 -0.02 0.42
H -1.5490 -1.6901 -1.1927 -0.47 -0.17 1.00
H -3.0836 -2.4042 -0.6613 -0.16 0.07 0.24
C 5.1112 1.8801 -1.6246 0.15 -1.58 1.00
C 4.5444 1.4052 -0.2657 0.85 -0.35 -0.18
O 5.1920 0.5807 0.3819 -0.56 0.43 -0.06
O 3.3987 1.9187 0.1136 0.48 -0.59 -0.16
H 5.0446 2.9520 -1.6841 -0.09 0.21 -0.68
H 4.5868 1.2776 -2.3474 -1.18 0.60 -0.64
H 6.0927 1.4317 -1.8503 0.15 0.80 0.92
N 2.9600 4.5027 -0.5589 0.67 0.56 1.06
C 1.8553 4.1035 -1.1831 -1.79 -2.03 -0.34
O 1.0295 3.3370 -0.5241 0.72 0.61 -0.52
C 1.6360 4.4000 -2.5801 0.86 -0.02 0.95
C 0.7192 3.6815 -3.3959 0.30 -0.25 -0.40
N 0.0968 3.0708 -4.1656 0.13 0.52 0.76
C 2.7810 5.0548 -3.1079 -1.04 0.01 -0.34
N 3.7466 5.6435 -3.3284 0.54 0.19 -0.30
H 3.2323 3.9902 0.2781 -0.44 0.18 -0.45
H 3.7092 4.9722 -1.0357 -0.16 0.11 -0.31
```
Positions in Å, forces in eV/Å.

Calculated values
Gap between HOMO and LUMO in eV: 7.6
Charge: -1
ΔE to the lowest compared entry with this formula, charge and spin in eV: 0.860

=====

Entry 6:
The following is a DFT calculation (the ωB97M-V functional and the def2-TZVPD basis) of a 2-piece molecular cluster, CH2BrF2NO2S overall in a non-equilibrium geometry.

Geometry as XYZ:
```
10
Properties=species:S:1:pos:R:3:forces:R:3
C -0.5675 -0.9520 -2.2756 0.54 -1.66 0.02
N 0.4704 0.5012 0.6045 1.40 1.40 1.63
O 1.6655 1.4142 2.7160 0.33 -0.44 2.96
O -0.3793 0.2896 -1.9170 0.03 -0.44 2.59
F -0.7026 -0.9589 -3.5678 -0.99 -0.13 -1.67
F -1.6127 -1.6712 -1.7045 0.33 1.46 -0.24
S 1.4325 1.5054 1.3418 -2.20 -1.50 -4.53
Br 0.9305 -2.2756 -2.0160 0.30 0.43 0.50
H -0.0177 -0.2554 1.1010 0.38 0.32 0.34
H -0.1190 0.3037 -0.9070 -0.12 0.56 -1.60
```
Positions in Å, forces in eV/Å.

Calculated values
Gap between HOMO and LUMO in eV: 8.9
ΔE to the lowest compared entry with this formula, charge and spin in eV: 0.407